Formula: C13H15F4NO14
Source: the Open Molecules 2025 dataset
Level of theory: ωB97M-V with the def2-TZVPD basis set

Computed properties:
E ... -54744.8643 eV
Charge ... 0
Energy above the lowest of the compared OMol25 structures with the same formula, charge and spin ... 44.9 kcal/mol
SMILES string ... O=C1OC[C@@H](F)O1.O=C1OC[C@@H](F)O1.O=C1OC[C@@H](F)O1.O=C1OC[C@@H](F)O1.C[N+](=O)[O-]

Element x y z (Å)
C  1.531  25.919  23.131
C  2.728  26.682  22.732
O  3.331  27.032  23.951
C  2.825  26.247  24.862
O  3.186  26.319  26.018
O  2.000  25.353  24.326
F  2.111  27.716  22.206
H  1.227  25.105  22.473
H  0.708  26.576  23.412
H  3.346  26.249  21.945
C  0.321  15.631  19.289
C  0.611  16.311  17.989
O  0.739  15.266  17.030
C  0.952  14.121  17.684
O  1.225  13.089  17.123
O  0.685  14.271  18.969
F  1.741  17.074  17.992
H  -0.731  15.718  19.561
H  0.926  16.071  20.082
H  -0.145  17.015  17.641
C  5.303  16.416  24.123
C  4.079  17.295  24.450
O  3.031  16.467  24.118
C  3.437  15.284  23.691
O  2.692  14.321  23.554
O  4.745  15.333  23.483
F  4.179  18.299  23.656
H  5.769  16.088  25.052
H  6.097  16.792  23.479
H  4.133  17.669  25.472
C  0.484  21.822  29.443
C  0.400  21.779  27.982
O  -1.003  21.948  27.819
C  -1.679  21.602  28.971
O  -2.872  21.542  29.068
O  -0.845  21.563  29.962
F  0.862  20.582  27.570
H  0.790  22.856  29.602
H  1.203  21.093  29.816
H  0.931  22.526  27.391
C  -0.800  21.422  23.224
N  0.090  20.515  22.451
O  -0.222  19.332  22.315
O  1.133  20.985  22.032
H  -1.462  20.756  23.777
H  -1.178  22.086  22.447
H  -0.088  21.875  23.914